[1]
{
  "formula": "C6H9NO",
  "method": "ωB97M-V with the def2-TZVPD basis set",
  "molar_mass_g_mol": 111.1,
  "symbols": ["C", "C", "C", "C", "C", "C", "N", "O", "H", "H", "H", "H", "H", "H", "H", "H", "H"],
  "xyz": [[-0.261, -0.803, 0.687], [-0.261, 0.539, 0.956], [0.682, -0.244, 1.635], [-0.175, -2.139, -1.315], [0.583, 2.807, 0.205], [-0.899, -1.866, -0.022], [-0.724, 2.297, 0.181], [1.662, -0.374, 2.290], [-0.323, -3.158, -1.542], [0.890, -1.991, -1.168], [-0.505, -1.596, -2.120], [1.194, 2.533, -0.648], [0.515, 3.939, 0.125], [1.162, 2.620, 1.135], [-0.952, -2.934, 0.518], [-1.866, -1.425, -0.270], [-0.723, 1.794, -0.647]],
  "atomic_forces_ev_per_a": [[-0.1, 2.4, 2.1], [-1.3, 1.8, -2.1], [0.3, 0.2, -0.7], [1.4, -0.9, 1.4], [2.4, 3.2, 0.6], [-0.9, -2.4, 0.0], [-0.2, -4.2, 3.6], [0.7, -0.3, 1.0], [0.0, -1.3, -0.6], [0.2, 0.0, -0.2], [-0.8, 1.6, -1.8], [0.3, -0.4, -0.1], [0.0, -1.0, 0.2], [-0.5, 0.1, -0.6], [-0.1, 2.8, -0.6], [-0.5, -0.8, 0.2], [-1.0, -0.9, -2.4]],
  "lowdin_charge": [-0.075, 0.152, -0.401, -0.090, -0.253, -0.203, 0.021, 0.086, 0.061, 0.091, 0.050, 0.072, 0.094, 0.090, 0.174, 0.122, 0.008]
}

---

[2]
{
  "formula": "C22H38BrCl3CsN8SSeSi2",
  "method": "ωB97M-V with the def2-TZVPD basis set",
  "molar_mass_g_mol": 901.0,
  "total_charge": -1,
  "symbols": ["Cs", "C", "C", "N", "C", "C", "N", "C", "C", "N", "H", "H", "H", "H", "H", "H", "H", "H", "H", "H", "H", "H", "H", "H", "H", "C", "C", "N", "N", "C", "N", "S", "C", "C", "C", "C", "C", "N", "H", "H", "H", "H", "H", "H", "H", "H", "H", "H", "Br", "C", "C", "C", "C", "N", "C", "H", "H", "H", "H", "Cl", "Si", "Cl", "Cl", "C", "Si", "C", "C", "Se", "H", "H", "H", "H", "H", "H", "H", "H", "H"],
  "xyz": [[-0.403, -0.659, -1.172], [1.063, 3.777, -0.888], [0.470, 3.574, -2.303], [-0.929, 3.186, -2.259], [-1.867, 4.178, -1.753], [-2.822, 3.605, -0.694], [-2.113, 2.871, 0.340], [-1.242, 3.642, 1.213], [0.184, 3.067, 1.323], [0.735, 2.699, 0.031], [0.667, 4.711, -0.482], [2.143, 3.921, -0.988], [1.003, 2.770, -2.812], [0.646, 4.505, -2.867], [-1.235, 2.790, -3.135], [-2.461, 4.633, -2.554], [-1.298, 4.993, -1.299], [-3.506, 2.910, -1.174], [-3.419, 4.443, -0.296], [-2.722, 2.239, 0.834], [-1.645, 3.728, 2.228], [-1.179, 4.666, 0.829], [0.140, 2.161, 1.927], [0.805, 3.796, 1.867], [1.508, 2.055, 0.145], [-3.773, -2.869, 2.320], [-3.085, -1.621, 1.832], [-3.350, -1.061, 0.725], [-4.270, -1.673, -0.078], [-4.846, -0.968, -1.107], [-5.366, -1.751, -2.070], [-4.979, 0.691, -1.111], [-2.000, -1.000, 2.648], [-2.176, -0.748, 4.001], [-1.135, -0.167, 4.711], [0.054, 0.105, 4.059], [0.156, -0.208, 2.709], [-0.855, -0.733, 2.014], [-3.514, -3.722, 1.683], [-4.858, -2.742, 2.280], [-3.475, -3.114, 3.338], [-4.295, -2.684, -0.121], [-4.968, -2.668, -2.221], [-5.684, -1.260, -2.886], [-3.115, -0.984, 4.485], [-1.255, 0.058, 5.763], [0.900, 0.535, 4.579], [1.098, -0.070, 2.170], [5.958, 2.376, -2.984], [4.594, 1.179, -3.514], [4.895, 0.071, -4.281], [3.852, -0.759, -4.659], [2.564, -0.435, -4.262], [2.281, 0.632, -3.514], [3.285, 1.421, -3.134], [5.916, -0.140, -4.566], [4.036, -1.650, -5.244], [1.724, -1.057, -4.553], [3.046, 2.263, -2.495], [-3.301, -4.523, -1.883], [-1.509, -3.450, -2.722], [-0.823, -5.061, -3.940], [-2.541, -2.277, -4.233], [5.186, -3.125, 2.301], [3.399, -2.682, 1.873], [2.711, -4.148, 0.908], [2.471, -2.632, 3.521], [3.290, -0.772, 0.757], [5.236, -3.926, 3.054], [5.706, -2.246, 2.693], [5.718, -3.461, 1.404], [2.920, -5.099, 1.419], [3.175, -4.183, -0.084], [1.628, -4.063, 0.769], [2.678, -3.534, 4.117], [1.388, -2.566, 3.369], [2.785, -1.757, 4.101]],
  "atomic_forces_ev_per_a": [[0.3, 0.9, 0.4], [-0.4, -0.2, -0.1], [-0.1, -0.1, 0.3], [0.0, 0.1, -0.1], [0.1, -0.2, 0.2], [0.3, -0.1, 0.0], [0.0, 0.2, 0.1], [0.1, -0.1, -0.2], [-0.3, 0.0, -0.3], [0.4, -0.2, 0.0], [0.1, 0.1, 0.0], [0.1, 0.0, 0.0], [0.0, 0.0, 0.0], [0.0, 0.0, -0.1], [0.0, 0.0, 0.0], [-0.1, 0.0, 0.0], [0.0, 0.0, -0.1], [0.0, 0.0, 0.0], [-0.1, 0.0, 0.0], [-0.1, 0.0, 0.0], [0.0, 0.0, 0.1], [0.0, 0.0, 0.0], [0.1, 0.0, 0.0], [0.0, 0.0, 0.1], [0.0, 0.0, 0.1], [0.0, 0.1, 0.0], [0.0, -0.4, 0.3], [0.1, 0.4, -0.2], [-0.3, 0.2, -0.3], [0.1, 0.1, 0.3], [-0.1, -0.1, 0.0], [0.0, -0.1, 0.0], [0.1, 0.0, -0.1], [0.0, 0.0, 0.1], [0.0, 0.0, 0.0], [-0.1, 0.0, 0.0], [-0.1, -0.1, 0.0], [0.1, 0.0, 0.0], [0.0, 0.0, 0.0], [0.0, 0.0, 0.0], [0.0, 0.0, 0.0], [0.1, -0.1, 0.0], [0.1, -0.1, -0.1], [-0.1, 0.0, -0.1], [0.0, 0.0, 0.0], [0.0, 0.0, 0.0], [0.0, 0.0, 0.0], [-0.1, 0.0, 0.0], [0.0, 0.0, 0.0], [0.0, 0.0, 0.0], [0.0, -0.1, 0.0], [0.0, 0.0, 0.0], [0.0, 0.1, 0.1], [0.0, 0.0, 0.1], [-0.1, -0.2, 0.0], [0.0, 0.0, 0.0], [0.0, 0.0, 0.0], [0.0, 0.0, 0.0], [0.0, 0.0, -0.1], [-0.1, 0.1, 0.0], [-0.2, -0.6, 0.0], [0.0, -0.1, -0.1], [-0.1, 0.1, 0.0], [0.1, -0.1, 0.1], [0.0, 0.1, 0.0], [0.0, -0.2, 0.0], [0.0, -0.1, 0.2], [-0.2, 0.2, -0.2], [0.0, 0.1, -0.1], [0.0, -0.1, 0.0], [0.0, 0.1, 0.1], [-0.1, 0.1, -0.1], [-0.1, 0.0, 0.1], [0.1, 0.0, 0.0], [0.0, 0.1, -0.1], [0.1, 0.0, 0.0], [0.0, -0.1, 0.0]],
  "lowdin_charge": [0.467, -0.209, -0.220, -0.063, -0.214, -0.236, -0.053, -0.208, -0.208, -0.060, 0.098, 0.107, 0.074, 0.111, 0.107, 0.111, 0.094, 0.031, 0.109, 0.091, 0.110, 0.097, 0.082, 0.112, 0.077, -0.016, -0.276, 0.071, -0.038, -0.920, 0.082, 0.612, -0.243, -0.026, -0.062, -0.059, -0.184, 0.078, 0.085, 0.090, 0.075, 0.080, 0.005, 0.083, 0.112, 0.104, 0.111, 0.007, 0.735, -0.668, -0.111, -0.052, -0.135, 0.066, -0.186, 0.104, 0.107, 0.111, 0.085, -0.020, -0.550, -0.003, -0.029, -0.257, -0.071, -0.247, -0.245, 0.037, 0.017, 0.013, 0.018, 0.021, 0.019, 0.016, 0.021, 0.006, 0.019]
}

---

Per-record energy above the lowest of the compared OMol25 structures with the same formula, charge and spin, eV: 5.8175, 0.5824
Per-record calculated total energy, hartree: -363.81045, -8652.78164
Per-record HOMO energy, hartree: -0.3233, -0.1574